No. 1
The following is a quantum chemistry calculation of a cluster of 6 separate species, C42H102N6O3 in total at a distorted geometry, from the OMol25 dataset.

For the largest force on an atom, the calculation gives 2.15 eV Å⁻¹. Its total energy is -2213.29228 a.u. As for the molar mass: 739.3 Da. For the LUMO energy, the calculation gives -0.4578 Eh. For the HOMO energy, the calculation gives -21.05 eV.

Structure (ORCA input):
```
! wB97M-V def2-TZVPD RIJCOSX def2/J DEFGRID3
* xyz 6 1
C -4.25473 -2.02064 1.16224
C -2.76994 -2.39017 1.17708
C -1.84348 -1.73914 0.11599
C -1.66551 -0.24463 0.30057
N -0.73237 0.45775 -0.65542
C -0.77329 1.99518 -0.54686
C 0.40274 2.49328 0.31959
C 1.10530 1.19172 0.72275
C 0.72302 0.13934 -0.28697
C -1.12868 0.09366 -2.08186
H -4.64499 -1.98618 0.14639
H -4.44011 -1.07819 1.67892
H -4.78994 -2.78232 1.72628
H -2.61090 -3.46855 1.19196
H -2.28179 -2.11691 2.12472
H -2.22537 -2.08024 -0.85021
H -0.88827 -2.26858 0.20147
H -1.26268 -0.06907 1.30242
H -2.62281 0.27903 0.32860
H -0.47590 2.36693 -1.52502
H -1.77472 2.30821 -0.26987
H 0.97173 3.20428 -0.27525
H 0.10376 3.05278 1.20666
H 2.17765 1.34483 0.83073
H 0.73084 0.81989 1.67809
H 1.29220 0.21746 -1.21686
H 0.81487 -0.89434 0.03846
H -0.52187 0.70576 -2.74677
H -2.16454 0.34254 -2.30300
H -0.92204 -0.95582 -2.26701
C -4.38050 -2.33944 -8.16431
C -4.47055 -1.25077 -7.11276
C -3.13868 -0.87747 -6.41977
C -2.14194 -0.20963 -7.39619
N -0.79539 0.06314 -6.81337
C 0.20349 0.55237 -7.85635
C 1.47917 -0.22734 -7.70835
C 1.39702 -0.90072 -6.33492
C -0.11458 -1.17451 -6.23318
C -0.86921 1.16377 -5.76223
H -4.42390 -3.35311 -7.74992
H -3.49471 -2.14033 -8.77016
H -5.20483 -2.51534 -8.86052
H -5.11080 -1.59147 -6.29641
H -4.96072 -0.36449 -7.52449
H -2.69138 -1.84650 -6.17365
H -3.39162 -0.22441 -5.58510
H -2.66668 0.69626 -7.69813
H -1.99332 -0.92885 -8.19843
H 0.36170 1.63411 -7.89878
H -0.26868 0.48721 -8.84043
H 2.36917 0.39676 -7.78682
H 1.57830 -0.91847 -8.54546
H 1.80840 -0.32726 -5.50681
H 1.82924 -1.90148 -6.36845
H -0.43849 -1.43795 -5.22675
H -0.38572 -2.02450 -6.85800
H -1.41332 1.99150 -6.20796
H 0.15996 1.45420 -5.56530
H -1.34943 0.77992 -4.86771
C -0.67578 -0.31108 10.23632
C -0.15953 0.12153 8.89373
C -1.11278 -0.06158 7.72811
C -0.51792 0.54405 6.45481
N -1.56144 0.94277 5.42518
C -0.83188 1.46469 4.16823
C -0.44399 2.90902 4.49965
C -1.45122 3.30813 5.59553
C -2.41978 2.15142 5.77525
C -2.48833 -0.19817 5.10578
H -1.59041 0.18876 10.56836
H 0.03414 -0.03303 11.01582
H -0.88491 -1.37893 10.30090
H 0.72066 -0.49616 8.68252
H 0.17306 1.16409 8.89230
H -2.13404 0.30680 7.87303
H -1.28564 -1.13349 7.58085
H 0.16737 -0.14097 5.94942
H 0.12628 1.40049 6.66150
H -1.45057 1.40654 3.27275
H -0.04520 0.71715 4.05172
H -0.64148 3.50187 3.60429
H 0.57971 3.12951 4.79117
H -1.88989 4.26040 5.29744
H -0.95595 3.57283 6.53045
H -3.18804 2.22940 5.00620
H -2.90327 2.08509 6.74547
H -1.84299 -0.97671 4.69054
H -3.24679 0.12101 4.40097
H -2.85297 -0.62697 6.03377
C 4.81328 -1.11200 0.77833
N 5.80761 -0.71102 -0.30720
C 6.70518 0.36931 0.23383
C 6.69045 -1.90861 -0.60711
C 5.05818 -0.18152 -1.54686
C 4.41190 -1.22635 -2.47418
O 3.80791 -2.36952 -1.82242
H 3.99089 -1.65354 0.31095
H 4.36286 -0.16996 1.08608
H 5.27982 -1.76513 1.50788
H 7.12909 -0.05920 1.13863
H 6.18727 1.31031 0.39492
H 7.49335 0.50638 -0.50558
H 7.40610 -2.07106 0.19452
H 7.24844 -1.63805 -1.50430
H 6.11665 -2.80136 -0.83534
H 5.87253 0.34792 -2.03758
H 4.30059 0.52432 -1.21148
H 5.11629 -1.75598 -3.12453
H 3.69057 -0.82448 -3.18939
H 3.15985 -2.70798 -2.44881
C -2.66855 5.05694 0.19742
N -3.09315 6.19365 1.06883
C -2.57003 6.03763 2.46953
C -2.56322 7.50718 0.53443
C -4.62668 6.18801 1.13110
C -5.25129 7.46873 1.66703
O -4.53339 8.00968 2.74839
H -1.58861 5.00025 0.06216
H -3.08828 5.20376 -0.79580
H -3.03305 4.14527 0.66856
H -2.64405 6.96399 3.02896
H -1.50755 5.83202 2.30483
H -2.97848 5.21963 3.05832
H -1.50025 7.37976 0.32770
H -2.67711 8.25052 1.31491
H -3.05005 7.70080 -0.41814
H -4.96891 5.28951 1.64523
H -4.93506 6.01227 0.09940
H -6.28877 7.23090 1.92082
H -5.29846 8.25555 0.90767
H -4.82656 8.88839 3.01388
C 4.36475 -7.11671 1.09371
N 3.78868 -6.48123 -0.15643
C 4.63063 -5.26571 -0.54971
C 3.92165 -7.45111 -1.30582
C 2.35667 -6.14220 0.11022
C 2.07281 -4.78043 0.69262
O 2.66917 -4.67063 1.98349
H 5.38588 -7.42943 0.87659
H 3.81439 -8.01829 1.34755
H 4.36077 -6.33927 1.85073
H 5.61483 -5.67819 -0.74710
H 4.56245 -4.58703 0.29555
H 4.18149 -4.87705 -1.45713
H 3.49955 -8.39998 -0.98132
H 4.95427 -7.55793 -1.62969
H 3.38239 -7.12264 -2.19461
H 1.88337 -6.99498 0.59501
H 1.82046 -6.17558 -0.84620
H 0.98454 -4.82907 0.84730
H 2.24491 -3.89696 0.07033
H 2.31240 -3.87403 2.39013
*
```

---

No. 2
The following is a quantum chemistry calculation of a cluster of 8 separate species, C42H104N8O2 in total at a distorted geometry, from the OMol25 dataset.

For the largest force on an atom, the calculation gives 1.50 eV Å⁻¹. Its total energy is -2251.10490 a.u. As for the molar mass: 753.3 Da. The SMILES is CCN(CC)CC.CCN(CC)CC.CCN(CC)CC.CCN(CC)CC.CCN(CC)CC.CCN(CC)CC.CNC(C)=O.CNC(C)=O. The energy relative to the best compared isomer or geometry (same formula, charge and spin) is 68.32 kJ/mol. For the LUMO energy, the calculation gives 0.0146 Eh. For the HOMO energy, the calculation gives -8.20 eV.

Structure (ORCA input):
```
! wB97M-V def2-TZVPD RIJCOSX def2/J DEFGRID3
* xyz 0 1
C -8.24621 -4.37273 0.78098
C -7.03668 -3.88517 0.00323
N -5.79445 -4.14170 0.75687
C -4.77653 -3.08364 0.65981
C -5.33491 -1.71185 1.06756
C -5.26933 -5.45832 0.49819
C -5.04595 -6.28232 1.77481
H -8.36815 -3.70830 1.63823
H -8.13740 -5.38930 1.15259
H -9.13631 -4.30105 0.15204
H -6.96163 -4.39096 -0.96935
H -7.11724 -2.81644 -0.18251
H -4.04797 -3.37464 1.42231
H -4.32289 -3.02390 -0.34244
H -4.60809 -1.21495 1.71074
H -5.57173 -1.08665 0.20955
H -6.24016 -1.79977 1.67170
H -4.28045 -5.43436 0.00799
H -5.87588 -6.06547 -0.18038
H -4.46182 -7.17369 1.52774
H -5.97480 -6.58124 2.25584
H -4.44381 -5.69151 2.46818
C -1.87331 5.09187 -7.41870
C -1.93391 5.29304 -5.89404
N -0.85313 4.67742 -5.12682
C -0.82682 3.23704 -5.30972
C -0.02421 2.50084 -4.26078
C 0.43681 5.33974 -5.35666
C 1.19266 5.61239 -4.05918
H -2.10142 4.06736 -7.73100
H -0.87673 5.29447 -7.81944
H -2.60942 5.71389 -7.93144
H -1.90806 6.37143 -5.71280
H -2.91756 4.96543 -5.54504
H -1.86932 2.91690 -5.33609
H -0.40286 2.98333 -6.29964
H -0.33096 2.79127 -3.25702
H -0.21740 1.42856 -4.38450
H 1.05229 2.59405 -4.40254
H 0.30336 6.28577 -5.88067
H 1.04623 4.69679 -6.01557
H 1.44375 4.73569 -3.47166
H 0.61829 6.33741 -3.47845
H 2.13974 6.11785 -4.28205
C 2.56187 -1.91201 3.21399
C 3.19592 -2.20704 1.85103
N 2.19059 -2.44070 0.80969
C 2.89270 -2.44296 -0.48681
C 3.63473 -1.14066 -0.80024
C 1.55432 -3.73937 1.01114
C 0.40290 -4.04677 0.08066
H 3.27463 -1.39316 3.85371
H 2.15875 -2.78922 3.71502
H 1.72554 -1.21801 3.06646
H 3.85303 -1.37723 1.61444
H 3.79078 -3.12964 1.97688
H 3.55416 -3.31181 -0.63853
H 2.12542 -2.57813 -1.25378
H 3.61624 -0.95245 -1.87572
H 3.16680 -0.29431 -0.29901
H 4.69605 -1.19930 -0.55731
H 1.25561 -3.83919 2.05671
H 2.32845 -4.52724 0.91913
H -0.45605 -3.40021 0.26448
H 0.08956 -5.07256 0.28324
H 0.66811 -3.94420 -0.96843
C -1.64119 -2.30046 4.90052
C -1.99496 -0.79644 4.98765
N -2.28071 -0.34639 6.31945
C -1.24045 -0.59689 7.29161
C 0.06247 0.20859 7.10590
C -2.83386 0.99776 6.37567
C -4.23532 1.07330 5.78095
H -1.46505 -2.47213 3.84248
H -2.45506 -2.86422 5.35057
H -0.72881 -2.48530 5.46714
H -1.20436 -0.26290 4.42275
H -2.89147 -0.67794 4.37604
H -0.94320 -1.63784 7.44718
H -1.68699 -0.37408 8.27112
H 0.73047 0.01424 7.94839
H -0.12040 1.28247 7.08520
H 0.56336 -0.12279 6.19483
H -3.02756 1.24274 7.42437
H -2.15325 1.73011 5.92784
H -4.57885 2.10893 5.74740
H -4.31745 0.70286 4.75560
H -4.93092 0.46220 6.35567
C -0.44375 4.46226 -0.41592
C -0.06021 3.09953 0.12804
N 0.15079 3.09628 1.57242
C -1.13594 2.92791 2.24201
C -1.17454 3.32041 3.71137
C 1.05999 2.01930 1.98162
C 2.50268 2.36225 1.57911
H -1.32541 4.87882 0.07519
H -0.68899 4.38790 -1.47835
H 0.37814 5.16514 -0.27843
H -0.74239 2.27602 -0.15335
H 0.81943 2.75528 -0.43910
H -1.86046 3.59833 1.76241
H -1.57727 1.92616 2.07939
H -1.03049 4.38333 3.90421
H -2.14230 3.02547 4.12823
H -0.44550 2.79612 4.34343
H 0.69003 1.08841 1.52504
H 1.01773 1.92959 3.06520
H 3.09271 2.60407 2.46454
H 2.54091 3.22030 0.91515
H 2.99880 1.51015 1.10765
C 6.26050 5.17942 -2.15053
C 6.78460 3.78538 -2.49816
N 6.70373 2.88167 -1.36361
C 5.33608 2.59537 -0.97101
C 4.37812 2.10907 -2.08372
C 7.52280 1.70498 -1.62786
C 7.54913 0.67518 -0.48854
H 5.17410 5.25631 -2.20057
H 6.67742 5.90857 -2.84523
H 6.54994 5.43009 -1.12999
H 6.27375 3.34709 -3.36903
H 7.83693 3.90451 -2.76082
H 5.36558 1.81278 -0.21277
H 4.91635 3.46581 -0.46272
H 4.88942 1.43856 -2.78039
H 3.56545 1.55673 -1.61830
H 4.00672 2.94395 -2.67887
H 8.56514 2.03478 -1.66859
H 7.27692 1.18208 -2.56713
H 7.93451 1.08262 0.44262
H 8.21751 -0.13329 -0.80133
H 6.58341 0.18604 -0.34462
C 0.28323 -0.15305 -1.74873
N 0.07963 -0.67129 -0.40502
C -1.09537 -0.46381 0.22280
C -1.29267 -1.22310 1.50392
O -2.02261 0.20454 -0.21588
H 0.77939 -0.94657 -2.31118
H 0.93493 0.71403 -1.65722
H -0.66984 0.06894 -2.21145
H 0.80059 -1.20250 0.09515
H -1.75929 -0.61468 2.27950
H -0.38987 -1.60583 1.98956
H -1.98525 -2.05311 1.34599
C -1.40097 -3.81257 -3.73933
N -0.50129 -4.91116 -3.46674
C 0.34398 -5.46553 -4.38923
C 1.07501 -6.72634 -3.94685
O 0.55853 -4.96321 -5.47715
H -2.34514 -3.99398 -3.22356
H -1.65325 -3.74793 -4.79823
H -1.01991 -2.84962 -3.39863
H -0.83596 -5.57998 -2.79182
H 1.44982 -6.71895 -2.92440
H 1.89198 -6.84720 -4.65318
H 0.44005 -7.61216 -4.04194
*
```